{
  "formula": "C16H18ClN3O4S",
  "method": "ωB97M-V/def2-TZVPD",
  "charge": 0,
  "smiles": "Cn1cc(S(=O)(=O)N2CCOCC2)cc1C(=O)Nc1cccc(Cl)c1",
  "gap_ev": 9.174,
  "energy_ha": -1944.093788,
  "spin_multiplicity": 1,
  "homo_energy_ev": -8.6646,
  "lumo_ev": 0.509,
  "max_force_ev_per_a": 1.07,
  "symbols": ["C", "N", "C", "C", "C", "H", "C", "H", "H", "C", "C", "Cl", "C", "O", "H", "C", "H", "H", "H", "H", "H", "O", "H", "O", "C", "C", "H", "C", "N", "H", "C", "H", "C", "O", "H", "H", "H", "H", "C", "S", "H", "N", "C"],
  "positions_angstrom": [[-2.8315, -2.3210, 2.0180], [-1.4282, 0.9725, 2.8971], [-0.0957, 1.1013, 2.6198], [-4.1606, -1.9998, 1.7883], [-1.9154, -1.3570, 2.3982], [2.5101, 0.8973, 3.0019], [1.8761, -0.7074, 0.1844], [0.2274, 1.4684, -4.2892], [-1.7876, 1.6846, 3.5215], [0.6866, -0.6594, -0.5068], [-4.5687, -0.6884, 1.9552], [-2.2991, -3.9504, 1.8399], [-0.2440, -0.0058, 0.3063], [0.5841, 1.8882, 3.2564], [3.8503, 0.9470, -2.3381], [2.7275, 0.0301, 2.3805], [-5.6030, -0.4273, 1.7921], [-3.9887, 1.3153, 2.4404], [-0.8925, -1.6337, 2.5928], [2.4912, -0.0693, -4.5665], [3.6976, 0.1587, 1.9039], [-1.0587, -1.3912, -2.2758], [-0.8551, 0.8435, -3.0260], [1.1660, -2.4748, -2.3092], [-2.3260, -0.0328, 2.5223], [-3.6645, 0.2925, 2.3198], [3.0172, 1.9668, -3.5378], [2.8868, 1.1570, -2.8044], [1.7104, -0.0946, 1.3708], [-1.2641, 0.1911, 0.0468], [0.1826, 1.0664, -3.2714], [0.1725, 2.1910, -1.3820], [0.4107, 0.3232, 1.4813], [2.0376, 1.5921, -1.7676], [-4.8595, -2.7646, 1.4920], [0.9494, 3.0443, -2.7427], [2.8095, -1.1438, -0.1082], [2.7580, -0.8632, 3.0098], [2.3060, -0.0997, -3.4865], [0.3630, -1.3023, -2.1225], [2.7352, -1.0177, -3.0855], [0.8840, -0.1908, -3.2563], [0.8031, 2.0638, -2.2631]]
}


{
  "formula": "C16H18ClNO3P",
  "method": "ωB97M-V/def2-TZVPD",
  "charge": 1,
  "smiles": "CCP(C)[n+]1ccc2c(CC(=O)Cl)c(CC(=O)O)ccc2c1",
  "gap_ev": 6.591,
  "energy_ha": -1701.635543,
  "spin_multiplicity": 1,
  "homo_energy_ev": -11.8442,
  "lumo_ev": -5.253,
  "max_force_ev_per_a": 9.29,
  "symbols": ["C", "O", "H", "H", "C", "C", "C", "H", "H", "P", "C", "H", "H", "C", "C", "C", "H", "O", "C", "H", "H", "H", "O", "C", "C", "C", "H", "C", "H", "H", "C", "H", "Cl", "N", "H", "C", "H", "C", "H", "H"],
  "positions_angstrom": [[3.6259, 1.4012, -3.8655], [-4.0200, 2.2910, 4.4503], [-5.1048, 0.2173, 1.6123], [-4.0162, -1.6680, 1.7587], [-0.9093, -0.3752, -0.1682], [-3.2043, -1.8514, 0.9032], [-2.3369, -0.4883, 0.6454], [5.9202, -0.6798, -2.0058], [4.3503, -2.5064, -0.7600], [3.4680, -0.1986, -2.7967], [4.9012, -0.3161, -1.5122], [-2.6634, 3.4075, 1.3612], [-4.9109, 2.1261, 1.7317], [-2.1618, 2.4181, 0.9672], [-4.1958, 1.0402, 3.6513], [-2.9495, 0.9626, 1.2094], [-3.2345, 2.1783, 5.0941], [-4.2194, -0.1023, 4.3705], [-0.2011, -1.6987, -0.8254], [1.8425, 2.1505, -1.4879], [3.1444, 1.2535, -4.9470], [4.7676, 1.6695, -4.0621], [-2.5216, -4.2921, 0.6047], [-0.1174, 1.0766, -0.4158], [1.2467, -1.5050, -1.6406], [-2.3447, -3.1676, 1.3529], [5.0774, 0.7020, -0.9355], [1.3089, 1.1274, -1.2869], [-0.1874, 3.5585, -0.0493], [-0.6057, -2.8000, -0.7939], [-4.3980, 1.0860, 2.0122], [3.1158, 2.3307, -3.3481], [-1.1174, -3.2912, 2.7319], [1.9249, -0.1503, -1.8370], [5.4621, -1.4184, 0.4071], [4.5172, -1.4235, -0.3205], [3.5432, -1.0269, 0.2240], [-0.7129, 2.5231, 0.1385], [-3.8488, -2.0795, -0.0756], [1.7656, -2.4807, -2.0925]]
}


{
  "formula": "C16H18F24N5O16S8",
  "method": "ωB97M-V/def2-TZVPD",
  "charge": -3,
  "gap_ev": 6.533,
  "energy_ha": -7680.175575,
  "spin_multiplicity": 1,
  "homo_energy_ev": -2.0221,
  "lumo_ev": 4.511,
  "max_force_ev_per_a": 5.46,
  "symbols": ["H", "N", "H", "F", "F", "O", "F", "N", "C", "O", "O", "O", "S", "C", "H", "O", "S", "H", "F", "N", "N", "C", "F", "H", "O", "S", "H", "O", "H", "F", "H", "C", "C", "H", "F", "C", "S", "O", "F", "F", "F", "F", "F", "C", "F", "O", "F", "H", "O", "F", "C", "C", "C", "C", "O", "O", "C", "S", "F", "H", "N", "O", "H", "F", "S", "F", "C", "H", "S", "F", "C", "F", "H", "H", "C", "H", "F", "F", "H", "C", "O", "S", "H", "O", "F", "O", "F"],
  "positions_angstrom": [[-3.2004, 1.0895, -2.3711], [-0.4756, -2.0108, -2.1533], [2.2560, -2.9231, -1.9211], [3.9472, 5.8495, -0.3229], [-1.2330, -0.2927, 2.0915], [-0.0362, 2.3082, 5.2010], [-1.3222, 1.6585, 3.0791], [2.5222, 4.3748, -2.7307], [-4.7446, -1.7731, 1.3721], [0.8288, 2.6487, -3.6860], [0.3568, 5.0288, -4.1770], [-1.5745, 0.1150, 6.0082], [-3.8053, -5.4167, 2.9375], [-1.7353, -1.3710, -2.6885], [-1.1610, -3.8924, -1.2696], [3.0442, 6.5088, -3.9136], [1.8243, 2.4378, 1.4154], [-2.5805, 1.8518, -3.6991], [-0.1016, 2.6824, -0.3326], [2.7855, 2.2368, 0.1669], [0.9397, -0.1301, 4.8346], [2.5272, 3.7245, -5.5462], [4.3034, 7.7451, -1.4992], [2.2476, -3.3811, -3.6780], [1.5135, 6.5787, -2.0023], [4.0023, 1.0481, 0.7162], [-0.9432, -1.4188, -0.1554], [-2.3898, -5.6071, 2.7052], [0.6121, -5.0846, -2.8763], [-5.5565, -2.2921, 0.4715], [0.2992, -0.2949, -0.7629], [-0.6410, -3.5158, -2.1504], [-2.8045, 0.8418, -3.3560], [0.3990, -1.8584, -4.1340], [5.2086, -0.7791, -0.8232], [-4.7856, -7.0251, 2.5137], [1.4082, 3.9835, -3.9695], [-3.1669, -2.7227, 3.3566], [0.5397, 0.2312, 7.8864], [-4.1986, -8.0639, 3.0396], [-2.8811, 0.2770, 3.1734], [2.6575, 4.8593, -6.2652], [5.2971, 5.8392, -2.0484], [4.1977, 6.3862, -1.5759], [-4.8168, -7.1019, 1.2068], [2.3402, 1.8045, 5.0788], [0.9044, 4.6015, 0.1973], [-0.9097, 0.6275, -2.6041], [-0.7964, -1.9189, 4.8587], [2.9658, -0.9695, -0.7318], [1.2274, 1.2666, 7.3317], [0.3983, 3.4456, 0.6544], [-1.5446, 0.3616, 3.2082], [-0.0677, -1.3207, -0.7973], [-4.1293, -5.1193, 4.3678], [-2.4186, -3.2202, 1.0043], [-1.5392, 0.0102, -3.2451], [1.0342, 1.3741, 5.4209], [2.5242, 1.0666, 7.6610], [-2.1798, -1.9921, -3.4662], [-4.5270, -4.4684, 1.8588], [3.5803, 0.1811, 1.8215], [0.6128, -2.0285, -0.3239], [0.8105, 2.3858, 7.9749], [-3.5241, -3.0746, 1.9594], [-4.0311, -0.7543, 0.8367], [0.6910, -4.1826, -2.2695], [-1.2716, -3.7958, -2.9943], [-0.8322, -0.4684, 4.8554], [1.9068, 2.8710, -6.3441], [4.0604, -0.1442, -0.7793], [-0.6064, 3.6849, 1.5659], [-2.4061, -1.2906, -1.8331], [-1.0390, -0.0006, -4.2135], [0.7511, -1.8688, -3.1025], [-3.5992, 0.3207, -3.8901], [3.9497, 0.6384, -1.8038], [-5.9913, -6.8538, 3.0024], [1.1652, -4.4943, -1.3389], [1.6520, -3.0887, -2.8132], [1.2495, 1.1671, 1.9450], [2.6468, 5.9155, -2.6925], [1.2368, -0.9023, -2.9675], [2.4769, 3.3217, 2.4130], [-5.3449, -1.3413, 2.4966], [5.2931, 1.6586, 0.8097], [3.7172, 3.2451, -5.1793]]
}


{
  "formula": "C16H18F2O3Si",
  "method": "ωB97M-V/def2-TZVPD",
  "charge": 0,
  "smiles": "CC(=O)OC(=O)C[SiH3].Fc1ccccc1.Fc1ccccc1",
  "gap_ev": 9.551,
  "energy_ha": -1335.422180,
  "spin_multiplicity": 1,
  "homo_energy_ev": -9.1620,
  "lumo_ev": 0.389,
  "max_force_ev_per_a": 1.92,
  "symbols": ["H", "H", "H", "C", "F", "C", "C", "Si", "C", "C", "H", "C", "H", "H", "H", "C", "H", "C", "O", "C", "H", "H", "H", "C", "H", "O", "H", "H", "C", "C", "C", "H", "C", "C", "O", "F", "H", "H", "H", "C"],
  "positions_angstrom": [[4.6954, 3.1615, 3.1585], [-5.2168, -2.0942, 1.0778], [0.2186, -2.9942, 2.6063], [3.8656, 1.4549, 0.3539], [5.8724, 2.5242, 0.9512], [-1.9475, -0.9461, 1.3452], [2.7763, 2.2457, 2.7856], [-4.0373, -2.8137, 1.5814], [4.6039, 2.1886, 1.2601], [2.5614, 1.1080, 0.6778], [-4.1768, -4.2263, 1.1600], [-1.3714, 0.7415, -1.9588], [-2.7333, -1.9699, -0.2929], [2.3509, 2.5599, 3.7289], [-3.0125, 2.1151, -1.8250], [-2.2460, 1.6949, -2.4621], [4.3089, 1.1628, -0.5887], [0.2644, -1.6426, 0.9478], [-2.6843, -0.0154, 1.5933], [-1.1443, 1.5807, -4.5979], [-2.8133, 2.8524, -4.1765], [-1.7459, -3.0255, 0.7155], [-1.0326, 1.8961, -5.6266], [-0.2893, 0.6318, -4.0744], [1.8256, -2.6726, 1.9144], [-0.6120, -0.8297, 1.6689], [0.9949, 1.2411, 2.1375], [0.6642, -3.6813, 1.0452], [2.0144, 1.5054, 1.8914], [-2.4501, -2.2044, 0.7255], [-2.1326, 2.1108, -3.7813], [-1.4523, 0.4278, -0.9296], [0.7801, -2.8323, 1.7013], [-0.3863, 0.1956, -2.7680], [0.5663, -1.3733, -0.1823], [0.6717, 0.1126, -4.8662], [-3.9076, -2.7661, 3.0466], [0.3008, -0.5475, -2.3970], [1.9731, 0.5343, -0.0208], [4.0834, 2.5896, 2.4741]]
}


{
  "formula": "C16H18FN2O",
  "method": "ωB97M-V/def2-TZVPD",
  "charge": 1,
  "gap_ev": 5.697,
  "energy_ha": -904.773834,
  "spin_multiplicity": 1,
  "homo_energy_ev": -11.9534,
  "lumo_ev": -6.256,
  "max_force_ev_per_a": 1.57,
  "symbols": ["H", "C", "H", "H", "O", "N", "H", "C", "F", "H", "H", "C", "H", "H", "C", "H", "C", "C", "C", "H", "C", "H", "C", "C", "C", "C", "H", "H", "C", "C", "N", "H", "H", "C", "C", "H", "H", "H"],
  "positions_angstrom": [[1.9803, -5.4522, -0.9093], [1.4590, 1.6061, -2.6433], [1.2557, -1.2732, -1.7181], [-2.3639, 2.3494, -3.3837], [-0.6793, 3.5586, -3.6064], [0.4669, 2.0093, -1.6305], [0.3127, 0.1437, -0.1603], [1.7087, -3.3616, -1.4341], [-2.0200, -1.2741, 4.9616], [2.2488, 2.3667, -2.7190], [-0.2226, -3.0956, 1.9115], [0.6944, 3.3624, -1.0927], [0.7275, -5.2351, 1.2519], [-0.1357, 4.0413, -1.3118], [1.1718, -2.1388, -1.0575], [2.2495, -3.4544, -2.3783], [-1.3316, 2.6495, -3.1175], [-1.6446, 1.7022, 2.9039], [-1.6694, -0.4566, 3.9114], [0.9841, 1.4361, -3.6177], [1.5611, -4.4913, -0.6097], [-0.7981, 1.7983, 0.9236], [-1.0235, 1.1667, 1.7866], [-0.6506, -0.2157, 1.7070], [0.3292, -3.1438, 0.9846], [0.4933, -1.9628, 0.1959], [-1.8744, 2.7666, 2.9348], [0.7820, 3.2842, -0.0006], [0.8617, -4.3688, 0.5987], [-1.0228, -1.0257, 2.8261], [-0.8546, 1.8540, -2.0941], [-2.4831, 1.3006, 4.8795], [1.9129, 0.6608, -2.3178], [0.0527, -0.6527, 0.5477], [-1.9876, 0.8942, 4.0010], [1.6366, 3.7621, -1.4883], [-0.8069, -2.0828, 2.8622], [-1.3205, 0.9724, -1.8970]]
}


Q: Which of these has the lowest charge?
A: C16H18F24N5O16S8